{"formula": "C38H37F4N2O3S", "method": "ωB97M-V with the def2-TZVPD basis set", "gap_ev": 6.6, "energy_ev": -70832.79219, "homo_ev": -4.5, "charge": -1, "relative_energy_kj_mol": 218.8, "species": ["C", "C", "C", "C", "C", "C", "C", "O", "O", "C", "C", "C", "N", "S", "N", "C", "C", "O", "C", "C", "H", "H", "H", "H", "H", "H", "H", "H", "H", "H", "H", "H", "H", "H", "H", "H", "H", "F", "C", "C", "C", "C", "C", "C", "H", "H", "H", "H", "H", "F", "C", "C", "C", "C", "C", "C", "H", "H", "H", "H", "H", "F", "C", "C", "C", "C", "C", "C", "H", "H", "H", "H", "H", "F", "C", "C", "C", "C", "C", "C", "H", "H", "H", "H", "H"], "coordinates": [[4.567, -0.328, 1.766], [3.027, 0.013, 1.677], [2.625, 0.989, 0.504], [1.087, 0.868, 0.062], [0.110, 1.602, 1.035], [-0.551, 2.940, 0.648], [-0.313, 3.603, -0.764], [-0.600, 2.888, -1.766], [0.114, 4.818, -0.926], [-1.440, 3.692, 1.547], [-2.074, 5.087, 1.142], [-1.755, 3.173, 2.923], [-2.516, 3.699, 3.949], [-2.466, 2.560, 5.191], [-1.465, 1.367, 4.567], [-1.144, 1.826, 3.304], [-0.225, 1.064, 2.358], [0.258, -0.170, 2.861], [-0.788, -1.149, 2.606], [-0.576, -1.932, 1.244], [4.730, -0.801, 2.788], [4.933, -1.076, 1.020], [5.240, 0.581, 1.754], [2.740, 0.537, 2.642], [2.430, -0.944, 1.675], [3.225, 0.704, -0.409], [2.906, 2.058, 0.744], [0.831, -0.206, -0.136], [1.021, 1.393, -0.940], [-1.325, 5.899, 1.387], [-2.348, 5.059, 0.046], [-3.009, 5.191, 1.773], [-1.808, -0.661, 2.523], [-0.887, -1.872, 3.473], [-0.899, -1.245, 0.402], [-1.254, -2.837, 1.154], [0.504, -2.251, 1.127], [-3.399, -1.869, 4.372], [-4.395, -1.604, 5.230], [-5.684, -1.992, 4.912], [-6.716, -1.723, 5.803], [-6.447, -1.060, 6.996], [-5.148, -0.671, 7.301], [-4.114, -0.949, 6.416], [-5.875, -2.500, 3.975], [-7.729, -2.029, 5.568], [-7.254, -0.846, 7.688], [-4.940, -0.150, 8.229], [-3.094, -0.661, 6.642], [-3.953, 5.631, -0.976], [-4.378, 5.318, -2.210], [-4.949, 6.300, -3.001], [-5.384, 5.975, -4.280], [-5.253, 4.672, -4.747], [-4.682, 3.694, -3.939], [-4.237, 4.019, -2.665], [-5.049, 7.307, -2.616], [-5.826, 6.737, -4.912], [-5.597, 4.418, -5.744], [-4.584, 2.678, -4.303], [-3.781, 3.273, -2.025], [4.652, -0.933, -1.134], [4.588, -0.776, -2.468], [4.646, 0.497, -3.005], [4.585, 0.658, -4.383], [4.457, -0.456, -5.207], [4.395, -1.730, -4.654], [4.467, -1.893, -3.276], [4.737, 1.353, -2.347], [4.636, 1.650, -4.815], [4.405, -0.329, -6.282], [4.291, -2.596, -5.294], [4.429, -2.878, -2.828], [3.965, -4.817, -5.013], [4.285, -5.851, -4.216], [3.437, -6.194, -3.178], [3.765, -7.266, -2.357], [4.942, -7.974, -2.578], [5.787, -7.616, -3.622], [5.455, -6.551, -4.450], [2.530, -5.625, -3.017], [3.105, -7.548, -1.546], [5.199, -8.807, -1.934], [6.706, -8.166, -3.790], [6.097, -6.263, -5.273]]}

---

{"formula": "C38H37F6N2O8S2Ti", "method": "ωB97M-V with the def2-TZVPD basis set", "gap_ev": 8.0, "energy_ev": -120453.24879, "homo_ev": -11.5, "charge": 1, "relative_energy_kj_mol": 132.6, "species": ["Ti", "F", "C", "F", "F", "S", "O", "O", "N", "S", "O", "O", "C", "F", "F", "F", "C", "C", "C", "O", "C", "C", "O", "C", "O", "C", "C", "C", "C", "C", "C", "C", "C", "C", "C", "C", "C", "C", "O", "C", "C", "C", "C", "C", "C", "C", "C", "C", "C", "C", "C", "H", "H", "H", "H", "H", "H", "H", "H", "H", "H", "H", "H", "H", "H", "H", "H", "H", "H", "H", "H", "H", "H", "H", "H", "H", "H", "H", "H", "C", "C", "C", "C", "C", "N", "H", "H", "H", "H", "H", "H", "H", "H", "H"], "coordinates": [[1.224, -0.373, 0.204], [6.444, -1.434, -0.451], [5.450, -0.726, -0.942], [5.569, -0.591, -2.248], [5.400, 0.461, -0.361], [3.880, -1.648, -0.625], [2.816, -0.620, -0.907], [3.899, -2.787, -1.469], [4.008, -1.969, 0.905], [3.208, -1.584, 2.189], [3.320, -2.538, 3.226], [1.808, -1.107, 1.909], [3.968, 0.002, 2.750], [3.398, 0.357, 3.886], [3.710, 0.915, 1.811], [5.268, -0.151, 2.890], [-3.054, 4.146, -1.566], [-3.006, 3.016, -0.548], [-4.221, 3.016, 0.340], [-1.836, 3.082, 0.264], [-0.823, 2.490, -0.520], [-1.562, 1.294, -1.232], [-2.899, 1.753, -1.221], [-1.608, -0.243, -0.855], [-0.355, -0.673, -0.281], [-1.793, -0.977, -2.182], [-3.032, -0.905, -2.814], [-3.227, -1.519, -4.041], [-2.189, -2.211, -4.653], [-0.950, -2.272, -4.035], [-0.752, -1.653, -2.806], [-2.655, -0.642, 0.179], [-3.249, -1.901, 0.135], [-4.103, -2.315, 1.149], [-4.363, -1.482, 2.227], [-3.760, -0.232, 2.287], [-2.912, 0.181, 1.271], [0.523, 2.459, 0.276], [1.254, 1.291, -0.110], [0.323, 2.363, 1.796], [0.498, 3.439, 2.655], [0.343, 3.277, 4.026], [0.022, 2.039, 4.562], [-0.149, 0.956, 3.717], [-0.007, 1.131, 2.351], [1.339, 3.678, -0.133], [0.742, 4.937, -0.117], [1.458, 6.057, -0.507], [2.775, 5.933, -0.928], [3.369, 4.682, -0.958], [2.655, 3.556, -0.561], [-3.091, 5.105, -1.047], [-3.954, 4.041, -2.171], [-2.198, 4.139, -2.239], [-4.215, 3.920, 0.949], [-4.237, 2.141, 0.988], [-5.120, 3.014, -0.276], [-0.608, 3.145, -1.361], [-1.192, 1.299, -2.257], [-3.842, -0.362, -2.341], [-4.196, -1.457, -4.521], [-2.345, -2.694, -5.609], [-0.132, -2.800, -4.510], [0.221, -1.709, -2.346], [-3.051, -2.568, -0.695], [-4.567, -3.292, 1.093], [-5.035, -1.801, 3.014], [-3.954, 0.428, 3.124], [-2.463, 1.164, 1.326], [0.775, 4.408, 2.266], [0.482, 4.129, 4.679], [-0.088, 1.917, 5.632], [-0.408, -0.019, 4.110], [-0.222, 0.273, 1.720], [-0.293, 5.040, 0.192], [0.983, 7.030, -0.486], [3.331, 6.808, -1.239], [4.392, 4.573, -1.295], [3.127, 2.585, -0.594], [2.360, -5.961, 0.134], [1.062, -5.317, -0.372], [0.870, -5.580, -1.876], [-0.151, -5.805, 0.432], [1.178, -3.857, -0.192], [1.265, -2.721, -0.084], [2.296, -7.037, -0.028], [2.503, -5.778, 1.200], [3.226, -5.577, -0.408], [0.749, -6.653, -2.027], [1.738, -5.242, -2.444], [-0.019, -5.072, -2.254], [-0.240, -6.884, 0.302], [-1.071, -5.336, 0.080], [-0.032, -5.592, 1.495]]}

---

{"formula": "C38H37F7NO27S2", "method": "ωB97M-V with the def2-TZVPD basis set", "gap_ev": 6.1, "energy_ev": -137471.69032, "homo_ev": -4.5, "charge": -1, "species": ["O", "C", "O", "N", "C", "C", "C", "O", "C", "C", "C", "S", "C", "C", "C", "C", "C", "C", "C", "C", "C", "S", "O", "O", "O", "C", "H", "H", "H", "H", "H", "H", "H", "H", "H", "H", "H", "H", "H", "H", "H", "H", "C", "C", "O", "C", "O", "O", "F", "H", "H", "H", "C", "C", "O", "C", "O", "O", "F", "H", "H", "H", "C", "C", "O", "C", "O", "O", "F", "H", "H", "H", "C", "C", "O", "C", "O", "O", "F", "H", "H", "H", "C", "C", "O", "C", "O", "O", "F", "H", "H", "H", "C", "C", "O", "C", "O", "O", "F", "H", "H", "H", "C", "C", "O", "C", "O", "O", "F", "H", "H", "H"], "coordinates": [[-0.861, -2.136, 3.204], [-0.669, -2.692, 2.111], [-0.299, -3.908, 1.986], [-0.836, -1.849, 0.888], [-2.205, -1.732, 0.464], [-3.048, -0.795, 1.247], [-4.483, -0.588, 0.894], [-5.329, 0.312, 1.588], [-5.068, -1.327, -0.222], [-4.252, -2.254, -0.989], [-2.857, -2.451, -0.628], [-1.871, -3.658, -1.587], [-0.192, -3.000, -1.354], [0.822, -3.288, -2.375], [2.158, -2.731, -2.201], [2.485, -1.904, -1.042], [1.448, -1.644, -0.055], [1.814, -0.737, 1.154], [1.888, 0.804, 0.811], [0.819, 1.274, -0.236], [-0.613, 1.449, 0.420], [-1.648, 2.399, -0.784], [-1.470, 3.839, -0.543], [-1.216, 2.135, -2.161], [-3.263, 2.015, -0.580], [0.080, -2.187, -0.176], [-2.580, -0.252, 2.117], [-5.503, 1.029, 0.952], [-6.144, -1.182, -0.459], [-4.687, -2.812, -1.855], [0.611, -3.892, -3.288], [2.933, -2.913, -2.974], [3.483, -1.436, -0.883], [2.849, -1.050, 1.470], [1.171, -0.875, 2.059], [2.914, 1.122, 0.455], [1.653, 1.352, 1.774], [0.748, 0.654, -1.161], [1.130, 2.305, -0.584], [-1.101, 0.466, 0.623], [-0.509, 2.113, 1.311], [-3.362, 1.035, -0.526], [-5.371, 3.932, -2.510], [-6.383, 2.837, -2.648], [-7.456, 3.476, -3.320], [-6.886, 4.458, -4.075], [-7.439, 5.021, -4.967], [-5.608, 4.710, -3.686], [-6.822, 2.419, -1.431], [-5.537, 4.552, -1.626], [-4.351, 3.552, -2.485], [-6.043, 1.981, -3.230], [-8.777, 2.119, -6.841], [-9.818, 1.277, -6.165], [-9.048, 0.301, -5.489], [-7.857, 0.903, -5.206], [-7.066, 0.492, -4.420], [-7.688, 2.040, -5.929], [-10.611, 0.654, -7.073], [-8.471, 1.712, -7.808], [-9.098, 3.151, -6.980], [-10.437, 1.818, -5.446], [-5.073, 3.542, 3.146], [-4.226, 4.116, 4.245], [-3.292, 3.084, 4.492], [-3.151, 2.426, 3.302], [-2.276, 1.676, 3.041], [-4.139, 2.734, 2.439], [-4.954, 4.323, 5.371], [-5.884, 2.916, 3.525], [-5.496, 4.310, 2.498], [-3.698, 5.034, 3.975], [6.454, 0.841, 3.491], [6.260, -0.645, 3.476], [5.174, -0.816, 2.585], [5.248, 0.223, 1.708], [4.668, 0.258, 0.668], [6.068, 1.205, 2.160], [5.894, -1.102, 4.699], [5.797, 1.346, 4.218], [7.486, 1.127, 3.693], [7.123, -1.211, 3.115], [5.807, -5.709, -4.733], [5.735, -5.347, -3.279], [4.374, -5.023, -3.094], [3.688, -5.770, -4.012], [2.520, -5.962, -3.981], [4.523, -6.274, -4.968], [6.485, -4.244, -3.010], [5.944, -4.836, -5.376], [6.596, -6.429, -4.947], [6.014, -6.156, -2.599], [8.611, -4.507, -0.319], [7.243, -4.027, 0.072], [7.432, -3.584, 1.404], [8.732, -3.181, 1.481], [9.172, -2.508, 2.357], [9.461, -3.637, 0.426], [6.351, -5.044, 0.072], [8.794, -5.541, -0.016], [8.795, -4.415, -1.388], [6.862, -3.204, -0.538], [2.592, 3.832, 5.876], [3.430, 4.449, 6.956], [4.445, 3.483, 7.160], [4.599, 2.852, 5.963], [5.535, 2.170, 5.679], [3.559, 3.098, 5.129], [2.725, 4.589, 8.105], [1.839, 3.145, 6.269], [2.097, 4.576, 5.254], [3.884, 5.405, 6.684]]}